8
Properties=species:S:1:pos:R:3:forces:R:3 method="wB97M-V/def2-TZVPD" relative_energy_kcal_mol=60.2 homo_energy_ev="-10.4823 / -10.4430"
C 0.978 0.483 0.844 -2.641 0.298 0.874
O -1.097 0.584 -1.888 -0.171 0.457 -1.899
O -2.062 -0.659 0.019 -0.553 -0.478 -0.155
F -0.175 -1.825 -1.257 -1.396 2.399 0.255
S -0.971 -0.300 -0.811 4.053 -1.427 3.588
H 0.379 0.791 1.791 0.795 -1.018 -1.880
H 1.529 -0.447 0.888 -0.111 0.086 -0.180
H 1.419 1.373 0.414 0.025 -0.317 -0.602